Molecular formula: C35H31BrCl2N6O2PtSe
Method: DFT, ωB97M-V with the def2-TZVPD basis set

Geometry as XYZ:
```
79
Properties=species:S:1:pos:R:3:mulliken_charge:R:1
Pt 0.7874 0.2688 0.0001 0.788
N 1.0774 3.0368 -0.9402 -0.197
C 0.4006 4.0505 -0.2764 0.544
C 0.9605 5.3275 -0.1989 -0.692
C 0.3270 6.3474 0.4871 -0.558
C -0.8929 6.1122 1.1070 -0.958
C -1.4560 4.8497 1.0176 -0.621
C -0.8367 3.8051 0.3325 0.741
C -1.5251 2.4911 0.2857 0.350
C -2.8865 2.4553 -0.0367 -0.505
C -3.6488 1.2732 -0.0251 -0.982
C -3.0957 0.0778 0.4292 -1.083
C -1.7949 0.2762 0.8162 -0.347
C -0.9258 1.2453 0.6128 0.626
H 0.5266 2.2797 -1.3229 0.194
H 1.8306 3.3247 -1.5428 0.202
H 1.9092 5.5094 -0.6927 0.345
H 0.7864 7.3266 0.5334 0.375
H -1.3971 6.8960 1.6557 0.395
H -2.3917 4.6458 1.5241 0.488
H -3.3695 3.3723 -0.3534 0.553
H -4.6846 1.3003 -0.3393 0.396
H -3.6473 -0.8466 0.5117 0.508
H 0.0159 -1.1382 0.1592 -0.316
N -0.0373 -2.4060 -2.1965 -0.336
C 0.7809 -3.3640 -1.6238 0.701
C 0.8791 -4.6576 -2.1551 -0.886
C 1.7406 -5.5519 -1.5571 -0.259
C 2.4814 -5.1519 -0.4485 -0.784
C 2.3113 -3.8537 -0.0019 -0.620
N 1.4929 -2.9693 -0.5678 0.240
H -0.7480 -2.7670 -2.8129 0.309
H -0.3854 -1.7485 -1.5136 -0.013
H 0.2828 -4.9410 -3.0134 0.372
H 1.8303 -6.5588 -1.9454 0.404
H 3.1577 -5.8260 0.0573 0.435
H 2.8594 -3.4920 0.8629 0.522
C 5.0011 -1.4222 -2.7875 -0.857
N 5.0683 -0.7389 -1.5068 0.209
C 6.1587 -0.7168 -0.6635 -0.459
C 5.8017 0.0082 0.4129 -0.470
N 4.5026 0.4326 0.2134 0.319
C 3.8170 1.3182 1.1464 -0.719
C 4.0483 -0.0348 -0.9699 -0.154
Se 2.3798 0.1325 -1.8171 -0.423
H 5.9460 -1.9335 -2.9514 0.305
H 4.8260 -0.7057 -3.5875 0.340
H 4.1826 -2.1400 -2.7775 0.299
H 7.0748 -1.2269 -0.8992 0.431
H 6.3492 0.2651 1.3014 0.488
H 4.4602 2.1726 1.3524 0.376
H 3.5891 0.7858 2.0681 0.347
H 2.8923 1.6720 0.7054 -0.039
Br 2.3537 -3.8296 6.8336 -0.223
C 0.7939 -3.0433 6.0882 0.173
C -0.1865 -3.8826 5.5556 -0.722
C -1.3165 -3.3294 4.9844 -0.597
C -1.4850 -1.9480 4.9892 0.463
C -0.4602 -1.1350 5.5034 -0.016
C 0.6935 -1.6696 6.0686 -0.995
C -2.3207 -4.0977 0.6404 0.180
O -2.5452 -5.1433 0.2915 -0.197
O 0.4029 -0.8407 2.2636 -0.599
H -0.0484 -4.9537 5.5847 0.429
H -2.0735 -3.9757 4.5574 0.455
H -0.2977 0.9845 5.6374 0.259
H 1.4873 -1.0436 6.4515 0.440
Cl -2.0415 2.9382 4.4858 -0.250
C -2.7244 1.3571 4.2636 0.347
C -4.0087 1.1856 3.7993 -0.439
C -4.5448 -0.1002 3.6888 -0.978
C -3.7883 -1.2168 3.9941 -0.092
C -2.4470 -1.0648 4.3501 0.835
Cl -0.9363 -1.4168 1.7133 0.294
C -1.9753 0.2406 4.6103 -0.473
N -0.7581 0.1833 5.2450 0.136
H -4.5933 2.0525 3.5231 0.456
H -5.5730 -0.2124 3.3716 0.381
H -4.2040 -2.2076 3.8531 0.411
```

Charge = 0
Multiplicity = 1
F_max = 2.6 eV/Å
HOMO = -7.00 eV
Relative energy (zero: lowest compared OMol25 entry of this formula, charge and spin) = 110.6 kcal/mol
Frontier orbital gap = 7.34 eV